DFT (the ωB97M-V functional and the def2-TZVPD basis) results for a molecular structure, C6H10N2 in a non-equilibrium geometry.

Each line ends with the natural charge from an NBO analysis.
CARTESIAN COORDINATES (ANGSTROEM)
1 C 2.197 -0.858 -0.058  -0.395
2 C 0.787 -0.692 0.026  0.034
3 C -0.129 -0.530 1.140  -0.137
4 C -0.240 1.106 1.124  -0.259
5 C 0.056 0.011 -1.114  -0.176
6 C -1.286 -0.555 -0.969  -0.250
7 H 2.654 -0.353 -0.987  0.198
8 H 3.279 -0.850 0.818  0.216
9 H 0.213 -0.846 2.038  0.222
10 H 0.227 1.747 1.995  0.224
11 H -1.277 1.562 1.231  0.196
12 H -0.371 2.337 -1.141  0.348
13 H 0.706 -0.019 -2.082  0.244
14 H -2.177 0.310 -1.102  0.200
15 H -1.423 -1.307 -1.926  0.220
16 H -2.166 -1.155 1.033  0.368
17 N 0.257 1.366 -0.497  -0.644
18 N -1.305 -1.274 0.470  -0.609

gap between HOMO and LUMO: 9.3877 eV
E_LUMO: 0.86 eV



DFT (the ωB97M-V functional and the def2-TZVPD basis) results for C6H10N2O in the gas phase in a non-equilibrium geometry.

Each line ends with the natural charge from an NBO analysis.
CARTESIAN COORDINATES (ANGSTROEM)
1 N 0.747 1.867 -0.206  -0.854
2 C 1.174 0.470 0.046  -0.043
3 C 0.498 -0.198 1.340  -0.459
4 C -0.506 -1.236 0.888  -0.057
5 C -0.330 -1.381 -0.588  -0.050
6 C 0.825 -0.513 -1.110  -0.440
7 N -1.477 -0.792 -0.099  -0.438
8 C -1.844 0.467 -0.474  0.520
9 O -2.131 1.336 0.287  -0.573
10 H -0.230 1.992 -0.467  0.378
11 H 1.025 2.411 0.626  0.365
12 H 2.261 0.386 0.110  0.202
13 H -0.007 0.542 2.006  0.228
14 H 1.281 -0.562 1.960  0.218
15 H -0.929 -2.002 1.575  0.227
16 H -0.513 -2.400 -0.937  0.203
17 H 1.685 -1.059 -1.443  0.227
18 H 0.490 0.024 -1.987  0.221
19 H -2.020 0.648 -1.525  0.126

gap between HOMO and LUMO: 9.9781 eV
E_LUMO: 0.93 eV
SMILES: N[C@H]1C[C@@H]2[C@H](C1)N2C=O



DFT (the ωB97M-V functional and the def2-TZVPD basis) results for 2 unconnected molecules or ions with the total composition C6H10N2O.

Each line ends with the natural charge from an NBO analysis.
CARTESIAN COORDINATES (ANGSTROEM)
1 C -0.839 0.589 -0.615  0.195
2 C 0.895 -1.737 -0.648  -0.806
3 C 0.741 1.854 0.857  -0.641
4 C 1.162 -0.529 0.062  0.539
5 C 0.371 0.639 0.043  -0.264
6 N -1.755 1.564 -0.609  -0.738
7 O 2.157 -0.512 0.969  -0.640
8 C -1.690 -2.311 0.182  -0.072
9 N -2.768 -1.878 0.117  -0.562
10 H 2.663 -1.332 0.913  0.496
11 H -1.137 -0.282 -1.178  0.240
12 H -1.664 2.360 0.002  0.399
13 H -2.683 1.353 -0.937  0.418
14 H 1.655 -2.509 -0.540  0.221
15 H -0.219 -2.178 -0.145  0.291
16 H 0.597 -1.613 -1.685  0.249
17 H 0.631 2.769 0.267  0.211
18 H 0.109 1.948 1.747  0.219
19 H 1.773 1.806 1.197  0.245

gap between HOMO and LUMO: 8.3899 eV
E_LUMO: -0.07 eV



DFT (the ωB97M-V functional and the def2-TZVPD basis) results for C6H10N2O in the gas phase in a non-equilibrium geometry.

Each line ends with the natural charge from an NBO analysis.
CARTESIAN COORDINATES (ANGSTROEM)
1 C 2.399 0.500 -0.213  -0.439
2 C 1.729 1.653 0.088  0.150
3 C 1.630 -0.666 -0.262  0.098
4 C -0.070 0.368 0.645  0.360
5 C -2.037 1.085 -0.652  -0.422
6 C -1.956 -1.072 0.547  -0.392
7 N 2.097 -1.876 -0.004  -0.771
8 N -1.328 0.193 0.245  -0.465
9 O 0.439 1.604 0.412  -0.478
10 H 3.443 0.550 -0.496  0.214
11 H 2.155 2.642 0.126  0.189
12 H -1.608 2.081 -0.577  0.222
13 H -1.951 0.739 -1.689  0.192
14 H -3.092 1.131 -0.376  0.198
15 H -1.257 -1.888 0.363  0.205
16 H -2.263 -1.113 1.597  0.202
17 H -2.835 -1.207 -0.080  0.199
18 H 1.501 -2.683 -0.092  0.384
19 H 3.005 -2.040 0.420  0.354

gap between HOMO and LUMO: 7.4959 eV
E_LUMO: 0.99 eV



DFT (the ωB97M-V functional and the def2-TZVPD basis) results for a molecular structure, C6H10N2O in a non-equilibrium geometry.

Each line ends with the natural charge from an NBO analysis.
CARTESIAN COORDINATES (ANGSTROEM)
1 C -1.161 -1.878 0.249  -0.414
2 C 0.626 -0.139 -0.817  -0.091
3 C 1.445 0.575 0.208  0.080
4 C 0.172 0.378 1.060  -0.117
5 C -0.708 1.254 0.269  -0.129
6 C -0.530 0.903 -1.174  -0.101
7 H -2.053 -1.344 0.150  0.184
8 H -1.213 -2.609 1.230  0.212
9 H -0.959 -2.568 -0.667  0.215
10 H 0.844 -1.043 -1.667  0.229
11 H 1.969 1.538 0.034  0.202
12 H 2.068 -1.152 0.516  0.476
13 H -0.150 0.336 2.147  0.227
14 H -1.667 1.493 0.661  0.201
15 H 0.584 2.460 -0.744  0.352
16 H -1.525 0.673 -1.600  0.209
17 N 0.043 -0.904 0.371  -0.470
18 N -0.344 2.184 -0.802  -0.561
19 O 2.557 -0.158 0.573  -0.704

gap between HOMO and LUMO: 9.3612 eV
E_LUMO: 0.83 eV



DFT (the ωB97M-V functional and the def2-TZVPD basis) results for 3 unconnected molecules or ions with the total composition C6H10N2O in a non-equilibrium geometry.

Each line ends with the natural charge from an NBO analysis.
CARTESIAN COORDINATES (ANGSTROEM)
1 C 0.300 1.665 1.851  -0.354
2 C -0.415 0.557 1.762  -0.208
3 C 0.176 -0.820 1.716  -0.255
4 N -0.015 -1.413 0.375  -0.802
5 H -0.157 2.640 1.786  0.204
6 H 1.380 1.643 1.851  0.198
7 H -1.492 0.603 1.648  0.198
8 H -0.292 -1.448 2.487  0.192
9 H 1.250 -0.784 1.909  0.202
10 H 0.289 -2.383 0.357  0.387
11 H -1.003 -1.401 0.112  0.391
12 N -1.856 0.080 -1.648  -0.804
13 C -1.126 -0.539 -2.424  0.859
14 O -0.959 -1.352 -3.250  -0.505
15 H -1.490 0.796 -1.045  0.402
16 C 1.017 0.076 -1.709  -0.382
17 C 1.625 0.957 -2.268  -0.264
18 H 0.640 -0.585 -0.691  0.316
19 H 2.126 1.708 -2.818  0.226

gap between HOMO and LUMO: 10.6030 eV
E_LUMO: 0.74 eV
SMILES: C=CCN.N=C=O.C#C



DFT (the ωB97M-V functional and the def2-TZVPD basis) results for C6H10N2O2 in the gas phase in a non-equilibrium geometry.

Each line ends with the natural charge from an NBO analysis.
CARTESIAN COORDINATES (ANGSTROEM)
1 C 2.815 -0.112 -0.845  -0.619
2 C 1.435 0.630 -0.853  -0.418
3 C 0.486 -0.418 0.006  0.547
4 O 0.704 -1.611 -0.641  -0.716
5 O 0.910 -0.635 1.323  -0.748
6 C -1.163 -0.314 0.227  -0.025
7 N -2.023 0.277 -0.758  -0.336
8 C -2.892 0.880 -0.094  0.016
9 C -2.711 0.896 1.283  0.013
10 N -1.604 0.314 1.555  -0.396
11 H 3.310 0.205 0.076  0.210
12 H 3.373 0.072 -1.698  0.203
13 H 2.753 -1.184 -0.922  0.237
14 H 1.492 1.668 -0.400  0.212
15 H 1.187 0.734 -1.878  0.216
16 H 0.265 -2.311 -0.094  0.470
17 H 0.106 -0.408 1.864  0.503
18 H -1.389 -1.402 0.264  0.233
19 H -3.858 1.192 -0.396  0.188
20 H -3.196 1.527 1.980  0.208

gap between HOMO and LUMO: 9.8445 eV
E_LUMO: -0.37 eV
SMILES: CCC(O)(O)C1N=CC=N1



DFT (the ωB97M-V functional and the def2-TZVPD basis) results for C6H10N2O2S2 in the gas phase in a non-equilibrium geometry.

Each line ends with the natural charge from an NBO analysis.
CARTESIAN COORDINATES (ANGSTROEM)
1 N 2.438 1.275 0.363  -1.122
2 S 1.350 1.010 -0.900  2.166
3 O 1.914 0.174 -1.889  -0.929
4 O 0.887 2.287 -1.340  -0.955
5 C -0.382 0.082 0.110  -0.015
6 C -1.399 -0.007 -0.916  -0.331
7 C -1.196 -0.774 -2.180  -0.405
8 C -2.305 -1.157 -1.259  -0.392
9 N 0.306 -0.997 0.560  -0.453
10 C 0.712 -0.954 1.767  0.111
11 C 0.352 0.146 2.663  -0.605
12 S -0.592 1.286 1.510  0.197
13 H 2.902 0.421 0.705  0.421
14 H 2.307 2.230 0.865  0.447
15 H -1.890 0.986 -1.082  0.246
16 H -0.235 -1.200 -2.285  0.246
17 H -1.746 -0.441 -3.087  0.223
18 H -3.270 -0.888 -1.652  0.217
19 H -2.287 -2.125 -0.785  0.223
20 H 1.284 -1.876 2.123  0.211
21 H -0.199 -0.342 3.495  0.243
22 H 1.048 0.865 3.214  0.257

gap between HOMO and LUMO: 8.5521 eV
E_LUMO: -0.04 eV
SMILES: NS(=O)(=O)[C@@]1(C2CC2)N=CCS1



DFT (the ωB97M-V functional and the def2-TZVPD basis) results for C6H10N2O3 in the gas phase in a non-equilibrium geometry.

Each line ends with the natural charge from an NBO analysis.
CARTESIAN COORDINATES (ANGSTROEM)
1 C -2.583 -0.231 2.153  -0.219
2 C -1.732 0.250 1.470  0.023
3 C -0.476 0.773 0.919  0.278
4 O -0.118 0.583 -0.338  -0.495
5 C 0.657 1.666 -0.855  -0.077
6 C -0.024 2.977 -1.056  -0.649
7 O 0.591 0.036 1.693  -0.387
8 N 0.589 -1.382 1.722  0.561
9 O 1.394 -1.780 2.535  -0.440
10 N -0.071 -2.040 0.885  -0.282
11 C -0.111 -3.491 0.956  -0.457
12 H -3.317 -0.802 2.720  0.246
13 H -0.109 1.869 1.287  0.211
14 H 1.594 1.665 -0.278  0.181
15 H 0.891 1.339 -1.821  0.198
16 H -0.484 3.494 -0.198  0.213
17 H 0.714 3.626 -1.570  0.230
18 H -0.890 2.719 -1.706  0.219
19 H 0.467 -3.992 0.109  0.220
20 H 0.200 -3.866 1.915  0.211
21 H -1.185 -3.741 0.863  0.213

gap between HOMO and LUMO: 10.3849 eV
E_LUMO: 0.88 eV
SMILES: C#C[C@H](OCC)O/[N+]([O-])=N/C



DFT (the ωB97M-V functional and the def2-TZVPD basis) results for C6H10N2O3S in the gas phase in a non-equilibrium geometry.

Each line ends with the natural charge from an NBO analysis.
CARTESIAN COORDINATES (ANGSTROEM)
1 C 2.940 0.420 1.505  -0.358
2 C 2.970 -0.318 0.409  -0.270
3 S 4.457 -0.435 -0.500  0.045
4 C 1.705 -0.868 -0.238  0.584
5 O 1.640 -1.700 -1.102  -0.522
6 C 0.510 -0.306 0.408  -0.542
7 C -0.740 -0.785 -0.229  -0.128
8 C -2.071 0.048 0.036  -0.234
9 N -2.933 -0.025 -1.141  -0.816
10 N -1.043 -2.248 0.235  0.566
11 O -1.919 -2.706 -0.407  -0.380
12 O -0.391 -2.768 1.086  -0.377
13 H 3.968 0.916 1.773  0.201
14 H 2.254 0.797 2.114  0.205
15 H 4.079 -1.489 -1.252  0.158
16 H 0.536 0.836 0.309  0.243
17 H 0.600 -0.581 1.371  0.256
18 H -0.626 -0.901 -1.322  0.241
19 H -1.913 1.109 0.106  0.205
20 H -2.606 -0.139 0.925  0.212
21 H -2.275 0.177 -1.887  0.336
22 H -3.324 -0.938 -1.426  0.376

gap between HOMO and LUMO: 9.0704 eV
E_LUMO: -0.15 eV
SMILES: C=C(S)C(=O)C[C@H](CN)[N+](=O)[O-]



DFT (the ωB97M-V functional and the def2-TZVPD basis) results for C6H10N2O4 in the gas phase in a non-equilibrium geometry.

Each line ends with the natural charge from an NBO analysis.
CARTESIAN COORDINATES (ANGSTROEM)
1 C 0.591 1.912 -0.405  0.277
2 C -0.910 0.688 0.898  0.355
3 C 0.084 -1.342 -0.999  0.339
4 C -0.451 -0.538 1.194  0.414
5 C -1.613 1.473 -1.240  -0.472
6 C 1.317 -2.200 0.908  -0.435
7 N -0.538 1.317 -0.295  -0.477
8 N 0.323 -1.392 0.309  -0.481
9 O 0.805 2.484 -1.645  -0.726
10 O -1.826 1.349 1.726  -0.716
11 O 0.994 -2.010 -1.704  -0.675
12 O -0.650 -1.134 2.436  -0.686
13 H -1.610 0.489 -1.825  0.250
14 H -2.581 1.608 -0.710  0.202
15 H -1.500 2.366 -1.921  0.231
16 H 1.584 -3.114 0.291  0.181
17 H 2.217 -1.706 1.126  0.211
18 H 1.096 -2.642 1.859  0.244
19 H 1.753 2.657 -1.738  0.502
20 H -1.935 2.316 1.569  0.505
21 H 1.537 -2.582 -1.149  0.450
22 H -0.916 -0.336 3.054  0.508

gap between HOMO and LUMO: 8.7860 eV
E_LUMO: 0.55 eV



DFT (the ωB97M-V functional and the def2-TZVPD basis) results for C6H10N2O5 in the gas phase in a non-equilibrium geometry.

Each line ends with the natural charge from an NBO analysis.
CARTESIAN COORDINATES (ANGSTROEM)
1 N 1.824 -2.022 -0.472  -0.863
2 C 1.365 -0.813 0.238  -0.117
3 C 1.769 0.478 -0.510  -0.542
4 C 1.322 1.718 0.184  0.822
5 O 0.199 1.837 0.662  -0.654
6 O 2.165 2.712 0.320  -0.644
7 C -0.072 -1.170 0.473  0.682
8 O -0.307 -2.023 1.344  -0.630
9 N -0.958 -0.611 -0.406  -0.614
10 C -2.416 -0.752 -0.144  -0.359
11 C -3.085 0.572 0.042  0.775
12 O -4.226 0.630 0.129  -0.530
13 O -2.322 1.755 -0.111  -0.744
14 H 1.398 -2.924 -0.058  0.417
15 H 2.794 -1.928 -0.678  0.370
16 H 1.899 -0.739 1.211  0.193
17 H 2.893 0.463 -0.585  0.244
18 H 1.435 0.388 -1.540  0.255
19 H 1.730 3.410 0.859  0.513
20 H -0.663 0.125 -1.050  0.407
21 H -2.378 -1.358 0.780  0.270
22 H -2.987 -1.366 -0.948  0.239
23 H -1.377 1.616 0.261  0.510

gap between HOMO and LUMO: 9.9045 eV
E_LUMO: 0.25 eV
SMILES: N[C@@H](CC(=O)O)C(=O)NCC(=O)O



The records above yield molar mass values of 110.160 126.159 126.159 126.159 126.159 126.159 142.158 206.292 158.157 190.224 174.156 190.155 u, respectively.
The records above yield energy values of -9357.149 -11410.201 -11409.351 -11407.594 -11405.805 -11407.787 -13456.682 -35126.411 -15499.243 -26337.396 -17549.254 -19602.155 eV, respectively.
The records above yield highest occupied orbital energy values of -8.532 -9.053 -8.455 -6.503 -8.536 -9.859 -10.210 -8.587 -9.501 -9.221 -8.238 -9.651 eV, respectively.